13
Properties=species:S:1:pos:R:3 method="wB97M-V/def2-TZVPD" de_lowest_kcal_mol=54.9 largest_force_ev_per_a=0.58 charge=0 smiles="O=CCC#CCO" homo_energy_ev=-9.908
O 2.738 0.961 -1.016
C 2.377 -0.106 -0.164
C 0.940 -0.139 0.159
C -0.233 -0.134 0.437
C -1.663 -0.147 0.746
C -2.560 -0.255 -0.484
O -3.757 -0.132 -0.416
H 2.464 1.783 -0.590
H 2.953 -0.089 0.774
H 2.658 -1.022 -0.692
H -1.964 0.749 1.301
H -1.903 -1.000 1.392
H -2.050 -0.468 -1.446

13
Properties=species:S:1:pos:R:3 method="wB97M-V/def2-TZVPD" de_lowest_kcal_mol=61.7 largest_force_ev_per_a=0.57 charge=0 homo_energy_ev=-9.709
O -2.423 -0.791 -0.841
C -1.881 0.219 -0.462
C -0.418 0.487 -0.744
O 0.208 1.439 0.141
C 1.267 0.506 0.386
C 0.742 -0.686 1.104
C 0.595 -0.587 -0.396
H -2.428 1.011 0.087
H -0.316 0.827 -1.785
H 2.289 0.876 0.393
H 1.485 -1.412 1.429
H -0.109 -0.566 1.771
H 0.989 -1.324 -1.084

13
Properties=species:S:1:pos:R:3 method="wB97M-V/def2-TZVPD" de_lowest_kcal_mol=148.5 largest_force_ev_per_a=2.71 charge=0 homo_energy_ev="-8.682 / -8.682"
O -1.777 -1.164 -1.421
C -1.005 -1.356 -0.516
C -0.082 -0.312 0.006
C -0.500 2.110 -0.025
C 0.010 0.984 -0.795
C 1.133 -0.513 0.815
O 1.734 0.441 1.272
H -1.003 -2.300 0.062
H -0.312 1.812 1.024
H -0.356 -0.402 1.219
H 1.087 1.305 -0.787
H -0.286 0.961 -1.864
H 1.355 -1.567 1.012

13
Properties=species:S:1:pos:R:3 method="wB97M-V/def2-TZVPD" de_lowest_kcal_mol=43.1 largest_force_ev_per_a=0.88 charge=0 smiles="CC1C=C1.O=C=O" homo_energy_ev=-9.505
C 1.114 1.138 0.155
C 0.793 -0.347 0.203
O -1.762 0.576 1.479
C -2.554 0.196 0.716
O -3.333 -0.196 -0.060
C -0.220 -0.978 -0.695
C 1.008 -1.281 -0.962
H 0.637 1.623 -0.704
H 2.194 1.304 0.082
H 0.762 1.647 1.061
H 0.916 -0.767 1.204
H -1.267 -1.065 -0.923
H 1.711 -1.850 -1.555

13
Properties=species:S:1:pos:R:3 method="wB97M-V/def2-TZVPD" de_lowest_kcal_mol=46.9 largest_force_ev_per_a=1.91 charge=0 smiles="O=C1CO[C@H]2C[C@@H]12" homo_energy_ev=-9.642
O -1.064 -2.101 -0.688
C -0.517 -1.044 -0.481
C -0.240 0.001 -1.546
O 0.358 1.076 -0.870
C 0.908 0.635 0.376
C -0.145 0.718 1.464
C 0.149 -0.618 0.786
H -1.158 0.359 -2.014
H 0.392 -0.463 -2.332
H 1.937 0.862 0.166
H -0.980 1.321 1.125
H -0.055 0.700 2.561
H 0.415 -1.447 1.451

13
Properties=species:S:1:pos:R:3 method="wB97M-V/def2-TZVPD" de_lowest_kcal_mol=122.7 largest_force_ev_per_a=0.63 charge=0 homo_energy_ev=-7.948
C -0.762 0.248 1.037
C 0.010 1.245 0.196
O 1.266 0.395 0.215
C 0.262 -0.765 0.559
C -0.083 -1.021 -0.946
O -1.259 -1.409 -1.201
C 0.429 0.600 -1.048
H -0.742 0.480 2.102
H -1.761 0.002 0.665
H 0.174 2.295 0.429
H 0.688 -1.526 1.209
H 0.800 -1.527 -1.417
H 0.977 1.187 -1.785

Number 1: E_tot -344.5145 a.u.. Number 2: E_tot -344.5036 a.u.. Number 3: E_tot -344.3653 a.u.. Number 4: E_tot -344.5332 a.u.. Number 5: E_tot -344.5272 a.u.. Number 6: E_tot -344.4063 a.u..